Entry 1:
A molecular structure, C23H26Cl4I2N2O2S, computed with ωB97M-V/def2-TZVPD.

Calculated values
Energy   -3986.2768 Eh
Gap between HOMO and LUMO   7.314 eV
HOMO energy   -9.14 eV
Molecular weight   790.16 g mol⁻¹

```
60
C23H26Cl4I2N2O2S | OMol25 | ωB97M-V/def2-TZVPD
C 6.401 -3.608 0.911
C 5.086 -3.857 0.267
Cl 5.077 -4.785 -1.177
C 3.930 -3.424 0.765
Cl 3.850 -2.462 2.200
C 2.610 -3.689 0.192
C 2.003 -4.869 0.322
S 2.708 -6.255 1.160
C 0.664 -5.017 -0.321
O 0.258 -6.065 -0.778
C -0.183 -3.777 -0.360
C -1.633 -4.012 -0.232
I -2.927 -3.794 -1.871
C -2.045 -4.455 0.961
C -1.087 -4.750 2.070
I -4.069 -4.843 1.399
C 0.418 -2.588 -0.460
C -0.172 -1.215 -0.565
Cl -0.787 -0.886 -2.210
C -1.172 -0.852 0.509
C -0.634 -1.066 1.917
Cl -1.563 0.899 0.324
C 1.910 -2.595 -0.539
O 2.520 -1.750 -1.170
H 6.532 -4.364 1.676
H 7.207 -3.702 0.199
H 6.423 -2.630 1.360
H 1.981 -6.222 2.287
H -1.595 -4.888 3.011
H -0.618 -5.705 1.837
H -0.299 -4.015 2.134
H 0.653 -0.526 -0.460
H -2.115 -1.353 0.367
H 0.448 -1.092 1.950
H -1.078 -1.936 2.375
H -0.929 -0.222 2.521
C -2.500 6.225 1.132
C -1.127 6.287 1.793
C -0.305 5.012 1.582
C -0.901 3.849 2.239
N -1.372 2.935 2.748
H -3.115 5.436 1.567
H -3.028 7.168 1.262
H -2.409 6.038 0.060
H -1.243 6.478 2.861
H -0.568 7.126 1.378
H 0.702 5.151 1.977
H -0.200 4.806 0.515
C -2.925 3.786 -4.277
C -1.557 3.434 -3.706
C -1.150 4.335 -2.536
C -0.951 5.726 -2.938
N -0.795 6.818 -3.254
H -2.932 4.791 -4.702
H -3.197 3.089 -5.069
H -3.696 3.736 -3.506
H -0.804 3.489 -4.493
H -1.570 2.402 -3.350
H -0.219 3.965 -2.100
H -1.908 4.291 -1.751
```

natural (NBO) atomic charge list, values in e, 8 entries: -0.66 0.01 0.04 -0.09 0.03 -0.11 -0.18 0.05

Entry 2:
A molecular structure, C23H26CoN5O6, computed with ωB97M-V/def2-TZVPD.

Calculated values
Energy   -3000.0656 Eh
Gap between HOMO and LUMO   7.152 eV
HOMO energy   -7.20 eV
ΔE to the lowest compared entry with this formula, charge and spin   31.0 kcal per mole
Molecular weight   527.42 g mol⁻¹

```
61
C23H26CoN5O6 | OMol25 | ωB97M-V/def2-TZVPD
Co 0.283 0.262 -0.030
C 0.371 1.464 -2.720
N -0.210 0.311 -2.011
C 0.213 -0.933 -2.684
C -1.683 0.392 -2.049
C -2.374 0.842 -3.152
C -3.765 0.885 -3.123
C -4.421 0.466 -1.977
C -3.727 0.014 -0.865
C -2.329 -0.040 -0.877
N -1.448 -0.465 0.061
C -1.703 -1.187 1.202
C -2.850 -1.191 1.992
C -2.950 -2.035 3.089
C -1.907 -2.880 3.428
C -0.746 -2.869 2.660
C -0.634 -2.022 1.576
N 0.544 -1.977 0.721
C 1.779 -2.255 1.450
C 0.390 -2.966 -0.354
H 0.201 1.383 -3.797
H 1.440 1.514 -2.544
H -0.066 2.389 -2.363
H 0.020 -0.867 -3.761
H -0.352 -1.771 -2.271
H 1.277 -1.110 -2.522
H -1.849 1.158 -4.040
H -4.315 1.238 -3.980
H -5.499 0.499 -1.933
H -4.289 -0.282 0.003
H -3.663 -0.511 1.792
H -3.850 -2.010 3.688
H -1.982 -3.533 4.284
H 0.074 -3.519 2.925
H 1.850 -3.304 1.755
H 1.842 -1.634 2.337
H 2.627 -2.052 0.796
H 0.444 -3.988 0.040
H 1.182 -2.840 -1.092
H -0.584 -2.833 -0.832
O 4.827 1.683 3.049
C 5.209 1.547 1.791
O 6.346 1.717 1.429
C 4.164 1.160 0.799
C 4.423 0.971 -0.545
N 3.270 0.596 -1.133
N 2.267 0.537 -0.241
C 2.794 0.871 0.935
C 1.855 0.850 2.114
O 2.287 1.109 3.234
O 0.658 0.512 1.829
H 3.849 1.494 3.185
H 5.345 1.065 -1.085
H 3.110 0.387 -2.107
C -1.694 3.821 0.344
O -1.400 2.418 0.204
C -0.104 2.101 0.103
O 0.779 2.947 0.142
H -2.772 3.906 0.237
H -1.180 4.395 -0.428
H -1.374 4.171 1.325
```

natural (NBO) atomic charge list, values in e, 8 entries: 0.99 -0.40 -0.43 -0.41 0.06 -0.22 -0.27 -0.18

Entry 3:
A single C23H26F3NO2 molecule, computed with ωB97M-V/def2-TZVPD.

Calculated values
Energy   -1396.8841 Eh
Gap between HOMO and LUMO   8.692 eV
HOMO energy   -8.10 eV
SMILES   OCC1(Cc2ccccc2C(F)(F)F)CCN(Cc2ccc3c(c2)CCO3)CC1
Molecular weight   405.46 g mol⁻¹

```
55
C23H26F3NO2 | OMol25 | ωB97M-V/def2-TZVPD
O -3.650 -3.037 0.869
C -2.307 -2.742 1.153
C -1.855 -1.333 0.701
C -2.881 -0.336 1.323
C -2.915 1.025 0.696
C -1.926 1.954 1.015
C -1.865 3.194 0.410
C -2.815 3.552 -0.531
C -3.845 2.679 -0.819
C -3.903 1.430 -0.210
C -5.116 0.579 -0.481
F -5.835 0.357 0.636
F -5.964 1.146 -1.353
F -4.846 -0.638 -0.993
C -0.444 -1.052 1.240
C 0.645 -1.868 0.528
N 0.643 -1.702 -0.911
C 1.156 -0.417 -1.362
C 2.598 -0.244 -0.967
C 3.512 -1.254 -1.247
C 4.851 -1.140 -0.907
C 5.261 0.022 -0.280
C 4.358 1.043 0.006
C 3.028 0.916 -0.329
C 5.104 2.156 0.683
C 6.542 1.598 0.714
O 6.529 0.301 0.116
C -0.659 -2.035 -1.447
C -1.815 -1.229 -0.832
H -3.800 -2.956 -0.080
H -1.652 -3.504 0.714
H -2.225 -2.811 2.241
H -2.628 -0.228 2.380
H -3.862 -0.809 1.272
H -1.200 1.703 1.773
H -1.080 3.885 0.678
H -2.772 4.514 -1.018
H -4.615 2.969 -1.517
H -0.405 -1.260 2.311
H -0.212 0.002 1.091
H 1.626 -1.573 0.906
H 0.514 -2.934 0.735
H 0.573 0.442 -0.990
H 1.084 -0.413 -2.455
H 3.155 -2.149 -1.732
H 5.557 -1.925 -1.124
H 2.330 1.709 -0.103
H 5.042 3.086 0.116
H 4.721 2.346 1.688
H 6.923 1.492 1.734
H 7.239 2.222 0.146
H -0.644 -1.873 -2.528
H -0.814 -3.104 -1.275
H -2.750 -1.576 -1.272
H -1.694 -0.180 -1.113
```

natural (NBO) atomic charge list, values in e, 8 entries: -0.72 -0.06 -0.04 -0.45 0.02 -0.16 -0.20 -0.22

Entry 4:
A single C23H26FN5OS molecule, computed with ωB97M-V/def2-TZVPD.

Calculated values
Energy   -1739.1415 Eh
Gap between HOMO and LUMO   8.925 eV
HOMO energy   -8.31 eV
SMILES   C[C@H](Sc1nnc(CN2CCCC2)n1Cc1ccccc1)C(=O)Nc1ccc(F)cc1
Molecular weight   439.56 g mol⁻¹

```
57
C23H26FN5OS | OMol25 | ωB97M-V/def2-TZVPD
C -0.398 -4.383 1.268
C -0.275 -3.847 -0.146
S 1.287 -2.894 -0.379
C 0.936 -1.441 0.515
N 0.250 -1.350 1.627
N 0.149 -0.046 1.935
C 0.786 0.638 1.026
C 0.903 2.117 0.983
N 0.444 2.620 -0.307
C 0.565 4.067 -0.421
C -0.703 4.676 0.214
C -1.731 3.535 0.167
C -0.978 2.385 -0.529
N 1.306 -0.202 0.085
C 2.089 0.141 -1.076
C 3.528 0.371 -0.688
C 4.083 1.641 -0.757
C 5.395 1.849 -0.367
C 6.157 0.792 0.102
C 5.606 -0.476 0.174
C 4.297 -0.687 -0.220
C -1.410 -2.965 -0.668
O -1.713 -2.983 -1.842
N -1.987 -2.187 0.281
C -2.876 -1.124 0.096
C -3.518 -0.870 -1.114
C -4.361 0.219 -1.233
C -4.563 1.041 -0.140
F -5.379 2.112 -0.260
C -3.945 0.800 1.075
C -3.099 -0.284 1.188
H -0.258 -3.594 2.004
H 0.365 -5.140 1.437
H -1.377 -4.840 1.406
H -0.153 -4.662 -0.866
H 1.958 2.393 1.096
H 0.341 2.516 1.839
H 0.600 4.305 -1.488
H 1.485 4.418 0.044
H -0.506 4.985 1.241
H -1.034 5.551 -0.342
H -2.029 3.234 1.170
H -2.628 3.806 -0.384
H -1.151 2.417 -1.608
H -1.276 1.404 -0.161
H 1.656 1.046 -1.508
H 2.010 -0.692 -1.782
H 3.487 2.464 -1.124
H 5.823 2.839 -0.427
H 7.179 0.956 0.409
H 6.197 -1.304 0.537
H 3.866 -1.677 -0.169
H -1.558 -2.199 1.202
H -3.345 -1.518 -1.956
H -4.860 0.433 -2.164
H -4.126 1.457 1.911
H -2.587 -0.472 2.120
```

natural (NBO) atomic charge list, values in e, 8 entries: -0.64 -0.39 0.26 0.17 -0.36 -0.30 0.39 -0.29

Question: Look up the gap between HOMO and LUMO of the first one.
Answer: 7.314 eV

Question: Among the records above, which one has the highest molecular weight?
Answer: C23H26Cl4I2N2O2S